1.
Here is the molecule C2H2O2 from the Open Molecules 2025 dataset. Energies are from ωB97M-V/def2-TZVPD.

- Energy relative to the best compared isomer or geometry (same formula, charge and spin): 11.2 kcal per mole
- Gap between HOMO and LUMO (alpha / beta): 7.470 / 7.996 eV
- LUMO level (alpha / beta): 0.3 / -3.0 eV
- Maximum force: 0.0538 Eh/bohr
- E_HOMO (alpha / beta): -7.17 / -11.01 eV
- DFT total energy: -6196.17001 eV

Geometry as ORCA input:
```
! RIJCOSX wB97M-V def2-TZVPD def2/J DEFGRID3
* xyz 0 3
C 0.299 0.731 0.087
C -0.192 -0.709 -0.276
O 0.864 1.742 -0.267
O -1.115 -0.994 -0.990
H -0.156 0.697 1.030
H 0.299 -1.468 0.416
*
```

2.
Here is a structure of composition C2H2O2S from the Open Molecules 2025 dataset. Energies are from ωB97M-V/def2-TZVPD.

- Energy relative to the best compared isomer or geometry (same formula, charge and spin): 72.4 kcal per mole
- Gap between HOMO and LUMO: 9.069 eV
- LUMO level: 0.3 eV
- Maximum force: 0.0597 Eh/bohr
- E_HOMO: -8.74 eV
- DFT total energy: -17032.88718 eV

Geometry as ORCA input:
```
! RIJCOSX wB97M-V def2-TZVPD def2/J DEFGRID3
* xyz 0 1
C 0.556 0.107 0.393
C -0.362 0.463 -0.605
O 1.020 -0.736 -0.407
O 0.901 0.523 1.556
S -1.914 -0.415 -0.876
H 1.545 -0.088 1.997
H -1.746 0.146 -2.058
*
```

3.
Here is a structure of composition C2H2O2S from the Open Molecules 2025 dataset. Energies are from ωB97M-V/def2-TZVPD.

- Energy relative to the best compared isomer or geometry (same formula, charge and spin): 78.9 kcal per mole
- Gap between HOMO and LUMO: 7.774 eV
- LUMO level: -1.4 eV
- Maximum force: 0.1465 Eh/bohr
- E_HOMO: -9.17 eV
- DFT total energy: -17032.60251 eV

Geometry as ORCA input:
```
! RIJCOSX wB97M-V def2-TZVPD def2/J DEFGRID3
* xyz 0 1
C 0.280 0.531 -0.204
C -0.924 -0.215 0.013
H 2.324 -0.525 -0.318
H -0.726 -1.346 0.866
O 1.102 -0.529 -0.200
O 0.431 1.756 0.009
S -2.486 0.327 -0.166
*
```

4.
Here is the molecule C2H2O2S from the Open Molecules 2025 dataset. Energies are from ωB97M-V/def2-TZVPD.

- Energy relative to the best compared isomer or geometry (same formula, charge and spin): 16.2 kcal per mole
- Gap between HOMO and LUMO: 9.110 eV
- LUMO level: -1.2 eV
- Maximum force: 0.0616 Eh/bohr
- E_HOMO: -10.30 eV
- DFT total energy: -17035.32153 eV
- Structure (SMILES): O=CC(=O)S

Geometry as ORCA input:
```
! RIJCOSX wB97M-V def2-TZVPD def2/J DEFGRID3
* xyz 0 1
O 0.013 0.822 1.744
C 0.771 0.767 0.788
C 0.508 0.003 -0.486
O 1.086 0.294 -1.494
S -1.058 -0.904 -0.328
H 1.687 1.229 0.549
H -1.216 -0.321 0.886
*
```

5.
Here is the molecule C2H2O2S2 from the Open Molecules 2025 dataset. Energies are from ωB97M-V/def2-TZVPD.

- Energy relative to the best compared isomer or geometry (same formula, charge and spin): 2.3 kcal per mole
- Gap between HOMO and LUMO: 9.591 eV
- LUMO level: -0.6 eV
- Maximum force: 0.0341 Eh/bohr
- E_HOMO: -10.15 eV
- DFT total energy: -27871.50738 eV
- Structure (SMILES): O=C(S)C(=O)S

Geometry as ORCA input:
```
! RIJCOSX wB97M-V def2-TZVPD def2/J DEFGRID3
* xyz 0 1
O -0.204 -1.224 -1.195
C 0.376 -0.362 -0.601
S 1.985 0.180 -0.934
C -0.359 0.385 0.587
O 0.199 1.232 1.218
S -2.009 -0.143 0.926
H 2.037 1.083 0.078
H -2.024 -1.152 -0.079
*
```

6.
Here is the molecule C2H2O2S2 from the Open Molecules 2025 dataset. Energies are from ωB97M-V/def2-TZVPD.

- Energy relative to the best compared isomer or geometry (same formula, charge and spin): 12.2 kcal per mole
- Gap between HOMO and LUMO: 9.239 eV
- LUMO level: -1.0 eV
- Maximum force: 0.0948 Eh/bohr
- E_HOMO: -10.21 eV
- DFT total energy: -27871.07711 eV
- Structure (SMILES): O=C(S)C(=O)S

Geometry as ORCA input:
```
! RIJCOSX wB97M-V def2-TZVPD def2/J DEFGRID3
* xyz 0 1
O 0.194 1.898 -0.183
C -0.400 0.837 -0.430
S -1.872 0.703 -1.313
C 0.261 -0.430 0.223
O -0.326 -1.518 0.480
S 1.793 0.179 0.968
H -1.801 -0.635 -1.144
H 2.152 -1.033 1.400
*
```

7.
Here is the molecule C2H2O2S2 from the Open Molecules 2025 dataset. Energies are from ωB97M-V/def2-TZVPD.

- Energy relative to the best compared isomer or geometry (same formula, charge and spin): 1.4 kcal per mole
- Gap between HOMO and LUMO: 9.544 eV
- LUMO level: -0.7 eV
- Maximum force: 0.0154 Eh/bohr
- E_HOMO: -10.23 eV
- DFT total energy: -27871.54407 eV
- Structure (SMILES): O=C(S)C(=O)S

Geometry as ORCA input:
```
! RIJCOSX wB97M-V def2-TZVPD def2/J DEFGRID3
* xyz 0 1
O -0.434 1.716 -0.024
C -0.571 0.526 -0.022
S -2.216 -0.133 0.018
C 0.602 -0.537 -0.041
O 0.360 -1.709 -0.011
S 2.235 0.129 0.014
H -1.857 -1.411 -0.009
H 1.881 1.418 0.077
*
```

8.
Here is the molecule C2H2O2S2 from the Open Molecules 2025 dataset. Energies are from ωB97M-V/def2-TZVPD.

- Energy relative to the best compared isomer or geometry (same formula, charge and spin): 9.7 kcal per mole
- Gap between HOMO and LUMO: 7.621 eV
- LUMO level: -1.5 eV
- Maximum force: 0.0195 Eh/bohr
- E_HOMO: -9.12 eV
- DFT total energy: -27871.18554 eV
- Structure (SMILES): OC(=S)C(O)=S

Geometry as ORCA input:
```
! RIJCOSX wB97M-V def2-TZVPD def2/J DEFGRID3
* xyz 0 1
O -1.045 -1.252 0.655
C 0.080 -0.584 0.436
S 1.502 -0.947 1.164
C -0.115 0.611 -0.492
O 0.994 1.309 -0.676
S -1.512 0.976 -1.200
H -0.906 -2.032 1.203
H 1.686 0.935 -0.127
*
```

9.
Here is the molecule C2H2O2S2 from the Open Molecules 2025 dataset. Energies are from ωB97M-V/def2-TZVPD.

- Energy relative to the best compared isomer or geometry (same formula, charge and spin): 8.7 kcal per mole
- Gap between HOMO and LUMO: 7.687 eV
- LUMO level: -1.5 eV
- Maximum force: 0.1028 Eh/bohr
- E_HOMO: -9.22 eV
- DFT total energy: -27871.22995 eV
- Structure (SMILES): O=C(O)C(=S)S

Geometry as ORCA input:
```
! RIJCOSX wB97M-V def2-TZVPD def2/J DEFGRID3
* xyz 0 1
O 1.487 -1.455 0.268
C 1.111 -0.276 -0.009
O 1.971 0.696 -0.263
C -0.284 0.112 0.021
S -0.740 1.683 0.097
S -1.320 -1.231 -0.096
H 2.847 0.347 -0.027
H -2.516 -0.524 -0.107
*
```

10.
Here is a structure of composition C2H2O2Sr from the Open Molecules 2025 dataset. Energies are from ωB97M-V/def2-TZVPD.

- Energy relative to the best compared isomer or geometry (same formula, charge and spin): 0.0 kcal per mole
- Gap between HOMO and LUMO: 3.938 eV
- LUMO level: -1.5 eV
- Maximum force: 0.0611 Eh/bohr
- E_HOMO: -5.49 eV
- DFT total energy: -7035.13659 eV

Geometry as ORCA input:
```
! RIJCOSX wB97M-V def2-TZVPD def2/J DEFGRID3
* xyz 0 1
H -0.161 -1.460 -1.056
O 0.544 1.364 0.156
C 0.730 0.118 -0.343
C -0.174 -0.872 -0.072
O -1.331 -0.560 0.541
H 1.731 -0.153 -0.715
Sr -1.340 1.565 1.489
*
```

11.
Here is the molecule C2H2O3 from the Open Molecules 2025 dataset. Energies are from ωB97M-V/def2-TZVPD.

- Energy relative to the best compared isomer or geometry (same formula, charge and spin): 166.5 kcal per mole
- Gap between HOMO and LUMO (alpha / beta): 9.059 / 9.060 eV
- LUMO level (alpha / beta): -0.9 / -0.9 eV
- Maximum force: 0.0712 Eh/bohr
- E_HOMO (alpha / beta): -9.97 / -9.97 eV
- DFT total energy: -8241.37834 eV

Geometry as ORCA input:
```
! RIJCOSX wB97M-V def2-TZVPD def2/J DEFGRID3
* xyz 0 1
C -0.548 -0.824 -0.079
C 0.513 0.547 0.412
O -0.836 -0.363 -1.221
O 1.518 1.008 -0.320
O 0.461 1.826 0.207
H 0.175 -1.562 0.183
H -1.283 -0.631 0.819
*
```

12.
Here is a cluster of 2 separate species, C2H2O3 in total from the Open Molecules 2025 dataset. Energies are from ωB97M-V/def2-TZVPD.

- Energy relative to the best compared isomer or geometry (same formula, charge and spin): 4.2 kcal per mole
- Gap between HOMO and LUMO: 11.017 eV
- LUMO level: 0.5 eV
- Maximum force: 0.0617 Eh/bohr
- E_HOMO: -10.49 eV
- DFT total energy: -8248.41294 eV
- Structure (SMILES): O=C=O.C=O

Geometry as ORCA input:
```
! RIJCOSX wB97M-V def2-TZVPD def2/J DEFGRID3
* xyz 0 1
O -1.920 0.868 -0.304
C -1.804 -0.149 0.240
O -1.807 -1.211 0.760
C 1.367 0.192 -0.226
O 0.669 0.881 0.445
H 2.531 0.028 -0.030
H 0.963 -0.609 -0.885
*
```

What did the third record say?
Here is a structure of composition C2H2O2S from the Open Molecules 2025 dataset. Energies are from ωB97M-V/def2-TZVPD.

- Energy relative to the best compared isomer or geometry (same formula, charge and spin): 78.9 kcal per mole
- Gap between HOMO and LUMO: 7.774 eV
- LUMO level: -1.4 eV
- Maximum force: 0.1465 Eh/bohr
- E_HOMO: -9.17 eV
- DFT total energy: -17032.60251 eV

Geometry as ORCA input:
```
! RIJCOSX wB97M-V def2-TZVPD def2/J DEFGRID3
* xyz 0 1
C 0.280 0.531 -0.204
C -0.924 -0.215 0.013
H 2.324 -0.525 -0.318
H -0.726 -1.346 0.866
O 1.102 -0.529 -0.200
O 0.431 1.756 0.009
S -2.486 0.327 -0.166
*
```

Number 11 is which compound? C2H2O3